1.
# C29H52F2N3O9S2

A cluster of 9 separate species, C29H52F2N3O9S2 in total at a distorted geometry (the ωB97M-V functional and the def2-TZVPD basis, OMol25).

Values from the calculation:
Charge   +1
Relative energy (zero: lowest compared OMol25 entry of this formula, charge and spin)   56.9 kcal/mol
HOMO energy   -10.628 eV
LUMO level   -3.5 eV

Each line ends with the Mulliken charge.
Positions of all 97 atoms, in Å:
C  38.9177  -17.2509  -15.5537  -1.027
C  38.8514  -16.3309  -16.8271  0.799
O  39.3416  -16.7609  -17.9098  -0.506
N  38.1384  -14.9766  -16.7830  0.729
H  37.2861  -15.1637  -16.9042  -0.174
H  38.1445  -14.6988  -15.7169  0.052
C  38.7087  -14.0213  -17.7078  -0.728
H  39.7294  -17.0090  -14.8552  0.299
H  39.2944  -18.2451  -15.9592  0.361
H  38.0898  -17.1128  -14.8493  0.249
H  38.1493  -12.9645  -17.6703  -0.020
H  38.9663  -14.3479  -18.7197  0.375
H  39.6135  -13.7735  -17.3154  0.589
C  40.1464  -12.6357  -12.4714  -0.697
C  39.6677  -13.5454  -11.3800  0.477
O  40.2889  -13.7590  -10.4374  -0.344
N  38.2951  -14.2169  -11.7149  0.178
H  37.7476  -13.3450  -11.2838  0.408
H  38.1633  -14.2923  -12.7803  0.023
C  37.9934  -15.4740  -10.9581  -0.656
H  39.9439  -11.5243  -12.1643  0.272
H  39.5677  -12.7824  -13.3923  0.045
H  41.1959  -12.6621  -12.8207  0.351
H  38.8461  -16.1166  -10.5197  0.292
H  37.4521  -16.2652  -11.6898  0.268
H  37.2457  -15.1763  -10.1191  0.308
C  36.7955  -11.2035  -15.3441  -0.863
C  35.4925  -11.8166  -15.7355  0.534
O  34.5412  -11.1893  -16.2385  -0.378
N  35.3601  -13.2363  -15.3801  1.640
H  35.4949  -13.7085  -16.2304  -0.384
H  36.0778  -13.8983  -14.8177  -0.004
C  34.0544  -13.7138  -14.6244  -0.577
H  37.0549  -11.2721  -14.2780  0.405
H  36.6740  -9.9516  -15.4341  0.046
H  37.6075  -11.3399  -16.0382  0.188
H  33.1413  -13.1964  -15.0114  -0.229
H  34.1940  -13.2836  -13.6083  0.456
H  33.8812  -14.6967  -14.5890  0.622
O  37.5118  -14.6074  -14.2293  -1.444
H  37.1327  -15.3373  -13.8030  0.035
O  35.5690  -15.0348  -17.3926  -0.893
H  35.0942  -15.8132  -17.7078  -0.013
F  30.3868  -11.0415  -17.1983  -0.344
C  30.4764  -12.3681  -16.6875  0.400
C  31.3635  -13.3554  -17.3361  -0.473
C  31.5326  -14.6202  -16.6966  -0.235
C  30.7258  -15.0379  -15.6635  -0.474
C  29.7269  -14.0912  -15.2322  -0.367
C  29.6900  -12.8413  -15.6597  -0.382
H  32.0773  -12.9185  -18.0699  0.380
H  32.4990  -15.1908  -17.0233  0.168
H  30.8233  -15.9571  -15.2345  0.622
H  29.0871  -14.2406  -14.2318  0.287
H  28.9600  -12.0845  -15.3555  0.432
F  32.5266  -4.0038  -15.9234  -0.278
C  33.5216  -4.8058  -16.1928  0.318
C  34.7548  -4.5005  -15.5497  -0.300
C  35.8198  -5.4252  -15.5708  -0.749
C  35.6713  -6.6690  -16.2504  -0.555
C  34.4524  -7.0062  -16.7717  -0.091
C  33.4199  -6.0254  -16.7864  -0.564
H  34.9019  -3.6189  -14.9779  0.387
H  36.6876  -5.1201  -15.2201  0.521
H  36.3893  -7.3453  -16.2692  0.711
H  34.3779  -8.0432  -17.3384  0.178
H  32.3986  -6.1954  -16.9746  0.393
C  36.2807  -12.8331  -20.9843  -0.560
C  36.3870  -11.6916  -21.8452  -0.590
C  36.4040  -10.4297  -21.0691  -1.342
S  35.5671  -10.7149  -19.5994  1.388
O  34.2578  -10.0632  -19.7340  -0.769
O  36.4065  -10.3964  -18.4958  -0.669
C  35.2747  -12.5024  -19.7884  0.253
H  37.2858  -12.6708  -20.4733  0.040
H  36.0917  -13.7329  -21.5607  0.407
H  35.2311  -11.5110  -22.2632  0.194
H  37.1165  -11.7257  -22.5190  0.518
H  36.0708  -9.5722  -21.4201  0.611
H  37.3356  -10.4006  -20.7065  0.511
H  34.2815  -12.9310  -19.9869  0.388
H  35.7328  -12.9640  -18.8068  -0.410
C  31.7382  -9.4756  -12.2679  -0.978
C  31.4599  -10.7459  -13.1335  -0.901
C  31.2093  -11.6911  -12.1332  -0.252
S  30.2627  -11.1293  -10.8269  1.174
O  30.8018  -11.5343  -9.5971  -0.662
O  28.8380  -11.0536  -11.0557  -0.660
C  30.7226  -9.3941  -11.0329  -0.661
H  31.5058  -8.5930  -12.7583  0.435
H  32.7579  -9.6693  -11.9824  0.345
H  32.0876  -10.8952  -13.9035  0.810
H  30.6399  -10.6160  -13.6992  0.222
H  32.1068  -12.0882  -11.7813  0.272
H  30.5917  -12.6190  -12.5214  0.123
H  31.1931  -8.8889  -10.1088  0.325
H  29.8149  -8.7541  -11.1035  0.385

Forces on atoms 1 to 6 (eV/Å):
1.07 0.51 -0.93
2.04 -2.78 -3.21
-2.23 2.61 4.62
10.54 -0.08 3.00
-10.64 -1.97 -2.31
-0.17 -0.14 -0.91


2.
# C29H52F3N5O4SiTi

A structure of composition C29H52F3N5O4SiTi (the ωB97M-V functional and the def2-TZVPD basis, OMol25).

Values from the calculation:
Charge   +2
HOMO energy (alpha / beta)   -14.036 / -14.496 eV
LUMO level (alpha / beta)   -6.7 / -7.4 eV

Each line ends with the Mulliken charge.
Positions of all 95 atoms, in Å:
Ti  -0.5972  -0.0490  -0.3998  1.351
C  3.9438  -0.1829  2.5678  -1.756
C  2.4782  0.0590  2.9191  0.419
C  2.1563  1.5279  3.2365  -1.945
C  2.2929  2.6655  2.2079  2.165
C  1.6278  3.9000  2.8081  -1.911
C  3.7240  2.9843  1.7904  -1.631
N  1.5266  2.2096  0.9764  1.737
C  0.9773  3.2398  0.0593  -1.543
C  0.2027  2.6101  -1.1085  -0.177
N  0.8766  1.4043  -1.6185  1.209
C  2.2819  1.7415  -2.0122  -1.463
C  3.2883  0.7238  -1.4893  0.269
O  4.1226  0.2602  -2.2389  -0.681
O  3.0246  0.3751  -0.2777  -1.098
C  0.2055  0.7239  -2.7618  1.615
C  -0.0396  1.6223  -3.9726  -1.718
C  0.9816  -0.5409  -3.1871  -1.888
C  0.9494  -1.8050  -2.2959  1.713
C  2.1807  -2.6431  -2.6274  -1.842
C  -0.3187  -2.5989  -2.5840  -1.656
N  0.9614  -1.3657  -0.8530  1.481
C  1.1234  -2.3796  0.2341  -0.791
C  1.9435  -1.8306  1.4045  -1.842
N  1.4613  -0.5629  1.9836  0.987
C  0.2048  -0.7125  2.7150  -1.398
C  -0.7773  0.4374  2.5102  0.927
O  -1.4506  0.9172  3.3655  -0.558
O  -0.8901  0.8573  1.2012  -0.578
H  4.5511  0.4090  3.2534  0.428
H  4.1995  0.0884  1.5488  0.297
H  4.2201  -1.2234  2.7311  0.480
H  2.3290  -0.4398  3.8871  0.517
H  2.7970  1.8057  4.0761  0.754
H  1.1388  1.5854  3.6403  0.389
H  2.1042  4.1288  3.7606  0.456
H  0.5655  3.7334  3.0054  0.369
H  1.7445  4.7789  2.1742  0.412
H  4.3259  3.1814  2.6769  0.431
H  3.7571  3.8868  1.1769  0.457
H  4.1860  2.1679  1.2393  0.226
H  0.7338  1.6661  1.3073  -0.548
H  2.1472  1.5011  0.4580  -0.274
H  1.7948  3.8616  -0.2967  0.344
H  0.2965  3.8836  0.6119  0.750
H  0.0758  3.3798  -1.8758  0.868
H  -0.8148  2.3463  -0.7752  -0.650
H  2.5556  2.7176  -1.6189  0.714
H  2.3746  1.8207  -3.0915  0.369
H  -0.8252  0.4245  -2.4206  -1.604
H  0.9042  1.9629  -4.3975  0.279
H  -0.6388  2.4979  -3.7253  0.466
H  -0.5577  1.0669  -4.7504  0.572
H  2.0201  -0.2668  -3.3738  0.233
H  0.5851  -0.8431  -4.1572  0.928
H  2.2305  -2.7966  -3.7061  0.421
H  2.1459  -3.6297  -2.1656  0.468
H  3.0947  -2.1283  -2.3236  0.359
H  -0.3605  -2.8576  -3.6413  0.618
H  -1.2324  -2.0281  -2.3559  -0.109
H  -0.3327  -3.5366  -2.0292  0.455
H  1.7879  -0.7336  -0.7257  -0.362
H  1.6594  -3.2522  -0.1409  0.594
H  0.1530  -2.7346  0.5669  0.411
H  2.9487  -1.6570  1.0365  0.589
H  1.9975  -2.6278  2.1588  0.357
H  0.3430  -0.8251  3.7948  0.441
H  -0.3218  -1.6097  2.3777  0.571
F  -5.8587  -4.2891  1.9081  -0.233
C  -4.8314  -3.9847  2.7082  0.685
F  -5.3031  -3.3775  3.7947  -0.255
F  -4.2328  -5.1202  3.0749  -0.240
C  -3.8563  -3.0960  1.9609  -0.028
C  -3.0564  -3.6395  0.9681  -1.298
C  -2.1895  -2.8093  0.2897  -0.455
N  -2.0769  -1.4938  0.5362  1.928
C  -2.8809  -0.9805  1.4827  -0.626
C  -3.7682  -1.7405  2.2195  -1.303
H  -3.0976  -4.6920  0.7229  0.540
H  -1.5631  -3.2169  -0.4834  -0.261
H  -2.8212  0.0849  1.6574  0.489
H  -4.3745  -1.2670  2.9790  0.599
C  -3.5509  1.9326  -0.8086  -1.273
Si  -3.2182  0.2987  -1.6376  0.692
C  -3.1342  0.4646  -3.4882  -1.390
C  -4.4923  -0.9851  -1.2256  -1.121
H  -4.6054  2.1594  -1.0057  0.532
H  -2.9638  2.7429  -1.2433  0.379
H  -3.4110  1.9330  0.2721  0.246
H  -4.1734  0.4655  -3.8314  0.543
H  -2.6373  -0.3686  -3.9890  0.381
H  -2.6847  1.3988  -3.8147  0.343
H  -5.2957  -0.8509  -1.9559  0.569
H  -4.9198  -0.8467  -0.2338  0.352
H  -4.1472  -2.0147  -1.3209  0.332

Forces on atoms 1 to 6 (eV/Å):
-0.13 0.33 -0.25
0.00 0.02 0.02
0.01 -0.10 -0.04
-0.02 0.03 0.08
0.04 0.07 -0.01
-0.03 0.01 -0.01